--- 1 ---
Below is one molecule with the formula C3H8N2S2, with properties calculated with ωB97M-V/def2-TZVPD.

Cartesian coordinates (Å):
C -1.21 -1.66 0.99
S -0.94 -0.93 -0.62
N -0.86 0.71 -0.24
C -2.07 1.48 -0.16
C 0.27 1.26 0.40
N 1.48 0.93 0.59
S 2.39 -0.25 -0.19
H -1.05 -2.75 0.86
H -0.54 -1.26 1.76
H -2.24 -1.46 1.28
H -2.47 1.36 -1.11
H -2.86 1.09 0.53
H -1.85 2.51 0.03
H 0.00 2.22 0.88
H 1.58 -0.79 -1.15

## Properties
**HOMO level**: -8.07 eV
**LUMO**: 0.70 eV
**SMILES string**: CSN(C)/C=N\S


--- 2 ---
Below is one molecule with the formula C3H8N2S2, with properties calculated with ωB97M-V/def2-TZVPD.

Cartesian coordinates (Å):
C 2.23 -1.19 1.07
N 1.03 -0.79 1.09
N 0.50 0.02 0.14
C -0.93 -0.06 0.02
C -1.47 0.92 -1.06
S -1.45 -1.77 -0.47
S -1.70 0.32 1.60
H 2.95 -1.00 0.09
H 2.64 -1.86 1.92
H 0.76 0.18 -0.82
H -1.12 1.96 -0.67
H -2.57 0.68 -1.01
H -0.94 0.52 -2.02
H -0.61 -2.40 0.51
H -1.84 1.64 1.36

## Properties
**HOMO level**: -8.66 eV
**LUMO**: 0.77 eV
**SMILES string**: C=NNC(C)(S)S


Most stable one: 1, least stable one: 2.


--- 1 ---
Below is one molecule with the formula C14H20N2O3S, with properties calculated with ωB97M-V/def2-TZVPD.

Cartesian coordinates (Å):
C 5.55 0.79 0.54
C 4.18 0.26 0.24
C 3.87 -1.07 0.51
C 2.62 -1.59 0.25
C 1.64 -0.77 -0.30
N 0.35 -1.22 -0.61
C -0.28 -2.34 -0.17
O 0.22 -3.18 0.55
C -1.72 -2.50 -0.69
N -2.60 -1.36 -0.71
C -3.00 -0.83 0.58
C -4.25 0.06 0.37
C -3.83 1.35 -0.30
S -2.06 1.52 0.13
O -1.79 2.76 0.80
O -1.27 1.24 -1.05
C -1.98 0.09 1.24
C 1.94 0.56 -0.58
C 3.20 1.08 -0.31
C 3.48 2.52 -0.62
H 5.49 1.62 1.25
H 6.02 1.17 -0.37
H 6.18 0.02 0.96
H 4.62 -1.71 0.94
H 2.39 -2.62 0.48
H -0.20 -0.52 -1.12
H -2.18 -3.29 -0.09
H -1.64 -2.87 -1.72
H -2.24 -0.62 -1.30
H -3.25 -1.68 1.22
H -4.70 0.27 1.34
H -4.98 -0.49 -0.23
H -3.89 1.30 -1.39
H -4.35 2.23 0.06
H -2.28 0.42 2.23
H -0.97 -0.31 1.27
H 1.17 1.19 -1.00
H 2.60 3.01 -1.02
H 3.79 3.05 0.28
H 4.29 2.61 -1.34

## Properties
**HOMO level**: -8.12 eV
**LUMO**: 0.54 eV
**SMILES string**: Cc1ccc(NC(=O)CN[C@@H]2CCS(=O)(=O)C2)cc1C


--- 2 ---
Below is C14H20N2O3S as an isolated structure, with properties calculated with ωB97M-V/def2-TZVPD.

Cartesian coordinates (Å):
C -1.89 0.15 -0.34
C -1.57 -0.91 0.74
C -3.21 0.75 -0.34
C -4.24 -0.19 -0.78
C -5.55 0.76 1.09
C 1.05 -0.75 0.31
C 1.54 -1.92 -0.44
C 2.17 -0.43 1.15
C 3.35 0.29 0.60
C 4.41 -0.37 -0.03
C 3.57 1.72 0.65
C 5.49 0.23 -0.80
C 4.46 2.26 -0.09
C 5.46 1.54 -0.82
H -1.97 0.07 -2.29
H -2.17 -1.54 -1.86
H -1.12 0.94 -0.35
H -3.35 1.58 -1.15
H -3.79 1.27 0.68
H -4.07 -0.42 -1.81
H -4.36 -1.29 -0.37
H -6.40 1.65 1.41
H -4.54 1.08 1.67
H -5.94 -0.21 1.94
H -0.02 -2.07 1.67
H 0.46 0.07 -0.20
H 2.66 -1.37 1.57
H 1.82 0.01 2.13
H 4.49 -1.39 0.17
H 3.03 2.56 1.13
H 6.27 -0.38 -1.09
H 4.61 3.39 -0.17
H 6.27 2.03 -1.12
H -0.16 -1.71 -1.51
N -1.64 -0.63 -1.61
N -0.16 -1.21 0.99
O -2.41 -1.56 1.41
O 2.63 -2.43 -0.22
O 0.46 -2.45 -1.21
S -5.65 0.89 -0.68

## Properties
**HOMO level**: -8.73 eV
**LUMO**: 0.33 eV


Most stable one: 1, least stable one: 2.


--- 1 ---
Below is one molecule with the formula C3H3N3OS, with properties calculated with ωB97M-V/def2-TZVPD.

Cartesian coordinates (Å):
O -1.17 -1.32 1.70
C -0.29 -0.63 1.27
S 0.91 -0.19 2.40
N -0.35 -0.04 -0.04
C -1.12 -0.45 -1.17
N -0.52 -0.08 -2.31
N 0.52 0.82 -1.96
C 0.68 0.80 -0.68
H 1.87 0.80 1.87
H -1.95 -1.09 -0.98
H 1.42 1.37 -0.11

## Properties
**HOMO level**: -10.61 eV
**LUMO**: -0.14 eV
**SMILES string**: O=C(S)n1cnnc1


--- 2 ---
Below is one molecule with the formula C3H3N3OS, with properties calculated with ωB97M-V/def2-TZVPD.

Cartesian coordinates (Å):
O -2.44 0.07 -0.13
C -1.37 0.45 0.28
S -1.21 2.07 1.08
N -0.14 -0.25 0.09
C 0.00 -1.35 -0.85
N 1.20 -1.65 -1.09
N 1.98 -0.63 -0.47
C 1.24 0.18 0.25
H 0.17 1.98 1.25
H -0.89 -2.03 -1.06
H 1.45 1.15 0.65

## Properties
**HOMO level**: -10.81 eV
**LUMO**: -0.07 eV
**SMILES string**: O=C(S)n1cnnc1


Most stable one: 2, least stable one: 1.


--- 1 ---
Below is C32H29N9O2S2Sn as an isolated structure, with properties calculated with ωB97M-V/def2-TZVPD.

Cartesian coordinates (Å):
Sn 0.79 0.86 -0.14
N -5.02 -5.51 0.90
C -4.08 -4.58 0.51
C -4.25 -3.23 0.82
C -3.34 -2.29 0.38
C -2.25 -2.69 -0.37
C -2.07 -4.02 -0.70
C -2.98 -4.96 -0.27
S -1.11 -1.49 -0.96
O -0.10 -2.15 -1.71
O -1.86 -0.40 -1.54
N -0.48 -0.79 0.40
C 0.20 -1.52 1.32
N 0.88 -0.75 2.18
C 1.55 -1.38 3.13
C 1.56 -2.76 3.24
C 0.82 -3.45 2.29
N 0.13 -2.84 1.33
H -5.62 -5.26 1.67
H -4.73 -6.47 0.90
H -5.11 -2.92 1.40
H -3.48 -1.25 0.59
H -1.21 -4.31 -1.29
H -2.86 -6.01 -0.53
H 2.10 -0.75 3.82
H 2.12 -3.27 4.00
H 0.79 -4.53 2.28
C -3.54 0.51 4.02
C -2.44 1.11 4.62
C -1.42 1.62 3.84
C -1.50 1.51 2.46
C -2.59 0.91 1.85
C -3.61 0.41 2.64
N -0.46 2.02 1.62
N 0.12 3.02 2.08
C 1.26 3.44 1.36
C 1.70 4.74 1.61
C 2.84 5.19 0.96
C 3.52 4.33 0.10
C 3.06 3.04 -0.13
C 1.92 2.58 0.51
H -4.33 0.12 4.64
H -2.37 1.19 5.70
H -0.54 2.08 4.28
H -2.64 0.85 0.77
H -4.47 -0.06 2.18
H 1.14 5.38 2.27
H 3.19 6.20 1.11
H 4.42 4.67 -0.40
H 3.60 2.40 -0.81
N 0.83 1.33 -2.05
C -0.23 1.72 -2.83
C -1.33 2.43 -2.32
C -2.36 2.84 -3.14
C -2.33 2.60 -4.51
C -1.23 1.92 -5.03
C -0.21 1.49 -4.21
H -1.38 2.62 -1.25
H -3.21 3.37 -2.71
H -3.14 2.91 -5.15
H -1.18 1.72 -6.09
H 0.62 0.94 -4.63
C 5.76 -1.20 -1.06
N 4.77 -0.58 -1.92
C 4.98 -0.08 -3.19
C 3.82 0.50 -3.58
N 2.91 0.34 -2.56
C 3.50 -0.30 -1.56
S 2.80 -0.74 -0.06
H 6.65 -1.41 -1.65
H 5.37 -2.12 -0.64
H 6.02 -0.52 -0.24
H 5.92 -0.19 -3.69
H 3.57 1.01 -4.49
H 1.86 0.87 -2.37

## Properties
**HOMO level**: -6.53 eV
**LUMO**: -0.78 eV


--- 2 ---
Below is C32H29N9O2S2Sn as an isolated structure, with properties calculated with ωB97M-V/def2-TZVPD.

Cartesian coordinates (Å):
Sn -0.79 -0.32 -1.01
N 3.90 2.73 5.70
C 3.35 2.37 4.48
C 3.04 1.04 4.21
C 2.55 0.67 2.97
C 2.34 1.63 2.00
C 2.64 2.96 2.25
C 3.15 3.33 3.48
S 1.74 1.16 0.42
O 1.72 2.33 -0.41
O 2.43 -0.02 -0.02
N 0.18 0.60 0.65
C -0.78 1.35 1.27
N -2.01 0.86 1.05
C -3.02 1.49 1.61
C -2.84 2.61 2.40
C -1.53 3.04 2.55
N -0.50 2.43 1.99
H 3.74 2.10 6.46
H 3.83 3.71 5.95
H 3.21 0.28 4.97
H 2.33 -0.36 2.76
H 2.47 3.69 1.48
H 3.40 4.36 3.67
H -4.01 1.09 1.41
H -3.67 3.12 2.86
H -1.30 3.92 3.14
C 0.81 -2.66 4.41
C -0.58 -2.54 4.38
C -1.23 -2.34 3.18
C -0.48 -2.26 2.01
C 0.90 -2.34 2.03
C 1.54 -2.57 3.24
N -1.12 -2.10 0.74
N -2.17 -2.74 0.62
C -2.87 -2.51 -0.60
C -3.87 -3.42 -0.92
C -4.56 -3.26 -2.11
C -4.25 -2.20 -2.95
C -3.25 -1.29 -2.61
C -2.56 -1.43 -1.41
H 1.31 -2.82 5.35
H -1.14 -2.60 5.30
H -2.31 -2.26 3.13
H 1.46 -2.25 1.10
H 2.62 -2.67 3.26
H -4.08 -4.24 -0.24
H -5.34 -3.96 -2.38
H -4.80 -2.07 -3.87
H -3.02 -0.47 -3.28
N 0.42 -0.72 -2.54
C 1.52 -1.54 -2.53
C 1.62 -2.62 -1.65
C 2.72 -3.47 -1.68
C 3.75 -3.27 -2.59
C 3.65 -2.20 -3.47
C 2.56 -1.34 -3.44
H 0.83 -2.81 -0.94
H 2.76 -4.30 -0.98
H 4.60 -3.93 -2.61
H 4.44 -2.02 -4.18
H 2.52 -0.50 -4.12
C -2.68 3.90 -4.02
N -1.64 2.94 -4.30
C -1.01 2.73 -5.51
C -0.17 1.69 -5.32
N -0.26 1.26 -4.02
C -1.16 2.02 -3.43
S -1.72 1.93 -1.78
H -2.76 4.59 -4.87
H -2.44 4.47 -3.13
H -3.64 3.40 -3.87
H -1.22 3.35 -6.37
H 0.50 1.22 -6.02
H 0.21 0.06 -3.28

## Properties
**HOMO level**: -6.90 eV
**LUMO**: -0.74 eV


Most stable one: 2, least stable one: 1.


--- 1 ---
Below is one molecule with the formula C15H13ClN4O3, with properties calculated with ωB97M-V/def2-TZVPD.

Cartesian coordinates (Å):
C -2.08 1.01 -3.59
C -0.84 1.10 -2.71
O 0.24 1.25 -3.31
C -0.97 1.03 -1.21
N -2.23 0.90 -0.65
C -2.52 0.12 0.48
C -1.68 -0.95 0.85
C -1.99 -1.65 2.03
C -3.14 -1.35 2.79
C -3.96 -0.33 2.34
Cl -5.42 0.00 3.16
C -3.63 0.43 1.20
N 0.04 1.17 -0.41
N 1.40 1.31 -0.79
C 2.44 0.50 -0.34
C 3.57 0.43 -1.21
C 4.64 -0.42 -0.91
C 4.56 -1.23 0.24
C 3.49 -1.09 1.15
C 2.44 -0.20 0.88
N 1.44 -0.12 1.87
O 1.09 -1.19 2.42
O 0.97 0.99 2.17
H -2.60 1.99 -3.59
H -1.84 0.75 -4.64
H -2.74 0.23 -3.17
H -0.83 -1.22 0.24
H -1.39 -2.43 2.49
H -3.36 -1.87 3.71
H -4.32 1.20 0.88
H -0.17 1.08 0.62
H 1.51 1.75 -1.70
H 3.57 0.97 -2.14
H 5.43 -0.58 -1.61
H 5.37 -1.93 0.43
H 3.46 -1.67 2.04

## Properties
**HOMO level**: -7.85 eV
**LUMO**: -1.10 eV
**SMILES string**: CC(=O)/C(=N/c1cccc(Cl)c1)NNc1ccccc1[N+](=O)[O-]


--- 2 ---
Below is C15H13ClN4O3 as an isolated structure, with properties calculated with ωB97M-V/def2-TZVPD.

Cartesian coordinates (Å):
C 2.16 -1.73 5.78
C 0.91 -2.20 4.92
H 0.42 -3.16 5.34
H 0.19 -1.48 5.00
O 1.40 -2.67 3.56
C 1.33 -1.57 2.88
O 1.23 -0.32 3.23
C 1.53 -2.24 1.35
N 0.78 -1.44 0.45
C 1.41 -0.56 -0.54
N 0.59 0.11 -1.28
C -0.63 0.06 -1.18
N -1.28 0.89 -2.05
N -2.81 0.73 -1.49
C -2.61 -0.22 -0.55
C -1.28 -0.41 -0.12
C -0.48 -1.21 0.68
O -1.03 -1.91 1.68
H -3.64 -0.46 -0.08
C -1.31 1.85 -2.95
C -2.33 2.28 -3.66
C -2.27 3.27 -4.53
C -1.01 3.49 -5.15
C 0.14 2.98 -4.44
C -0.10 1.79 -3.63
H 0.84 1.59 -3.12
H 1.37 3.13 -5.00
Cl -0.83 4.49 -6.57
H -2.99 3.76 -5.07
H -3.32 2.26 -3.25
H 2.35 -0.71 -0.59
H 1.27 -3.28 1.30
H 2.55 -2.01 1.18
H 2.69 -0.90 5.34
H 2.02 -1.65 6.85
H 2.75 -2.58 5.72

## Properties
**HOMO level**: -8.29 eV
**LUMO**: -0.81 eV


Most stable one: 1, least stable one: 2.


--- 1 ---
Below is one molecule with the formula C5H6OS, with properties calculated with ωB97M-V/def2-TZVPD.

Cartesian coordinates (Å):
S 2.54 -0.71 0.25
C 1.29 0.63 -0.42
C -0.07 0.06 -0.27
C -0.96 0.21 0.88
C -2.11 -0.37 0.48
O -1.96 -0.92 -0.74
C -0.78 -0.61 -1.20
H 3.12 -0.01 1.33
H 1.59 1.02 -1.34
H 1.35 1.38 0.37
H -0.69 0.82 1.69
H -3.00 -0.57 1.07
H -0.32 -0.93 -2.11

## Properties
**HOMO level**: -8.74 eV
**LUMO**: 0.81 eV
**SMILES string**: SCc1ccoc1


--- 2 ---
Below is one molecule with the formula C5H6OS, with properties calculated with ωB97M-V/def2-TZVPD.

Cartesian coordinates (Å):
C -0.98 -1.18 0.93
C 1.26 -1.08 -0.58
C -0.84 0.25 0.90
C 0.98 0.33 -0.73
C -0.43 0.83 -0.54
O -1.37 -2.08 1.53
S 2.44 -2.14 -0.64
H -1.81 0.73 0.96
H -0.20 0.67 1.61
H 1.51 0.81 0.07
H 1.43 0.63 -1.69
H -1.21 0.39 -1.31
H -0.78 1.84 -0.52

## Properties
**HOMO level (spin up / spin down)**: -6.48 / -6.55 eV
**LUMO (spin up / spin down)**: -0.03 / 0.09 eV


--- 3 ---
Below is one molecule with the formula C5H6OS, with properties calculated with ωB97M-V/def2-TZVPD.

Cartesian coordinates (Å):
S -1.85 1.98 0.18
C -1.03 0.75 -0.51
C 0.22 -0.06 -0.21
C 0.88 -0.14 1.01
C 1.60 -1.61 0.92
O 1.54 -1.82 -0.43
C 0.51 -1.00 -1.15
H -1.14 0.56 -1.65
H 0.79 0.38 1.92
H 1.08 -2.14 1.87
H 2.86 -1.43 1.25
H 0.92 -0.45 -2.02
H -0.32 -1.69 -1.21

## Properties
**HOMO level**: -8.86 eV
**LUMO**: -1.00 eV
**SMILES string**: S=CC1=CCOC1


Most stable one: 1, least stable one: 2.